# 1
C17H62N16O14 | ωB97M-V with the def2-TZVPD basis set

Values from the calculation:
Gap between HOMO and LUMO (spin up / spin down): 1.725 / 8.661 eV
HOMO (spin up / spin down): -0.08 / -7.04 eV

ORCA input file:
```
! RIJCOSX wB97M-V def2-TZVPD def2/J DEFGRID3
* xyz -1 2
C 25.19 -13.39 18.56
O 25.22 -13.30 17.16
H 25.09 -12.45 19.11
H 24.46 -14.11 18.90
H 26.19 -13.72 18.83
H 24.35 -13.00 16.91
C 23.17 -10.10 24.90
O 21.95 -10.88 24.92
H 23.38 -9.76 23.89
H 23.13 -9.27 25.61
H 23.98 -10.75 25.24
H 22.24 -11.76 24.69
C 22.22 -11.40 17.13
O 22.72 -12.49 16.45
H 21.38 -11.54 17.81
H 23.10 -10.95 17.59
H 21.93 -10.71 16.33
H 22.34 -12.38 15.57
C 23.79 -13.85 24.79
O 24.78 -13.25 24.89
N 23.15 -14.06 23.74
N 23.14 -14.21 25.86
H 23.53 -13.80 22.85
H 22.31 -14.61 23.87
H 22.39 -14.83 25.59
H 23.58 -14.23 26.77
C 18.06 -9.05 19.48
O 16.95 -9.42 19.18
N 19.09 -9.56 18.90
N 18.39 -8.19 20.39
H 19.97 -9.10 19.11
H 18.91 -10.09 18.06
H 19.37 -7.94 20.39
H 17.71 -7.69 20.95
C 19.73 -14.31 16.01
O 19.62 -13.75 14.90
N 20.24 -15.50 16.16
N 19.45 -13.71 17.12
H 20.58 -15.97 15.33
H 20.38 -15.86 17.09
H 19.65 -14.16 18.00
H 19.22 -12.74 17.01
C 19.27 -8.41 24.68
O 19.84 -7.65 25.48
N 18.08 -8.21 24.26
N 19.75 -9.50 24.24
H 17.71 -8.65 23.42
H 17.58 -7.41 24.61
H 20.68 -9.83 24.45
H 19.19 -10.15 23.70
C 21.74 -16.78 19.37
O 20.73 -16.56 18.76
N 22.23 -17.95 19.54
N 22.56 -15.96 19.90
H 23.13 -18.18 19.94
H 21.70 -18.80 19.38
H 23.36 -16.30 20.43
H 22.38 -14.97 19.91
C 16.56 -11.01 22.78
O 17.70 -10.83 23.20
N 15.51 -10.85 23.54
N 16.23 -11.31 21.56
H 15.70 -10.44 24.45
H 14.54 -11.00 23.28
H 17.00 -11.31 20.90
H 15.28 -11.35 21.21
C 17.75 -16.19 21.00
O 16.72 -16.48 21.55
N 18.31 -15.00 21.02
N 18.29 -16.98 20.11
H 18.00 -14.40 21.77
H 19.20 -14.89 20.57
H 19.19 -16.65 19.81
H 18.11 -17.97 20.15
C 25.29 -11.10 22.11
O 24.15 -11.42 21.90
N 26.06 -11.70 23.02
N 26.07 -10.36 21.30
H 25.63 -12.26 23.75
H 27.05 -11.51 23.02
H 27.07 -10.35 21.46
H 25.66 -10.16 20.40
C 25.83 -14.62 21.87
C 25.86 -15.83 21.02
O 24.83 -16.64 21.42
H 24.95 -14.00 21.67
H 26.73 -14.02 21.78
H 25.78 -14.86 22.93
H 26.82 -16.26 21.32
H 25.70 -15.62 19.96
H 25.19 -17.53 21.50
C 21.50 -7.48 21.78
C 22.20 -7.95 20.59
O 21.28 -7.76 19.59
H 22.20 -7.57 22.61
H 20.64 -8.14 21.92
H 21.17 -6.44 21.67
H 22.64 -8.95 20.58
H 23.02 -7.25 20.41
H 21.76 -7.89 18.77
C 20.23 -11.88 20.61
C 21.22 -12.87 21.18
O 22.44 -12.90 20.42
H 20.72 -10.93 20.42
H 19.55 -11.55 21.40
H 19.67 -12.33 19.79
H 20.82 -13.88 21.18
H 21.41 -12.58 22.22
H 22.87 -12.13 20.80
*
```

Here are the Mulliken charges for atoms 1 to 4, given in e:
1. C -0.14
2. O -0.65
3. H 0.22
4. H -0.19

***

# 2
C79H196Br7N16O16 | ωB97M-V with the def2-TZVPD basis set

Values from the calculation:
Gap between HOMO and LUMO: 4.784 eV
HOMO: -19.46 eV

ORCA input file:
```
! RIJCOSX wB97M-V def2-TZVPD def2/J DEFGRID3
* xyz 9 1
C -1.70 6.57 5.18
C -1.04 6.28 3.90
O -0.07 6.76 3.44
N -1.64 5.02 3.14
H -2.09 4.42 3.82
H -2.42 5.14 2.41
C -0.61 4.28 2.36
H -1.21 7.45 5.65
H -1.67 5.71 5.88
H -2.76 6.79 4.98
H -1.12 3.66 1.63
H 0.00 3.59 2.96
H -0.09 5.11 1.91
C 6.42 -3.12 1.50
C 6.90 -1.79 1.08
O 7.70 -1.46 0.23
N 6.41 -0.59 1.83
H 7.06 0.20 1.62
H 5.44 -0.41 1.52
C 6.27 -0.78 3.31
H 5.32 -3.28 1.43
H 6.62 -3.27 2.56
H 6.97 -3.86 0.96
H 6.03 0.17 3.74
H 7.13 -1.31 3.75
H 5.43 -1.45 3.50
C 9.07 -9.71 -7.30
C 9.33 -8.51 -8.18
O 9.06 -7.41 -7.92
N 9.81 -8.78 -9.63
H 10.71 -8.25 -9.79
H 10.13 -9.77 -9.74
C 8.88 -8.49 -10.71
H 8.00 -10.02 -7.45
H 9.17 -9.35 -6.28
H 9.74 -10.53 -7.54
H 7.95 -9.06 -10.59
H 9.21 -8.69 -11.73
H 8.72 -7.40 -10.65
C 3.85 5.68 2.93
C 3.50 5.71 4.38
O 2.86 6.49 4.99
N 4.31 4.62 5.12
H 3.55 3.98 5.40
H 4.77 4.17 4.32
C 5.00 5.06 6.35
H 4.98 5.85 2.94
H 3.37 6.44 2.34
H 3.71 4.70 2.52
H 4.23 5.82 6.65
H 5.90 5.66 6.24
H 5.08 4.36 7.14
C -9.03 3.89 2.57
C -7.94 2.91 2.42
O -7.96 1.85 1.86
N -6.58 3.28 3.10
H -6.15 2.36 3.29
H -5.89 3.79 2.44
C -6.74 4.11 4.38
H -9.89 3.67 1.93
H -8.71 4.91 2.33
H -9.28 3.91 3.65
H -7.44 3.65 5.04
H -7.15 5.07 4.02
H -5.80 4.31 4.87
C -3.38 -6.29 3.27
C -2.79 -4.97 3.75
C -3.76 -4.17 4.69
C -4.00 -4.83 6.03
C -2.64 -4.89 6.68
C -1.68 -5.81 5.98
N -1.63 -5.45 4.57
O -0.50 -5.42 4.03
C -1.89 -7.37 6.07
C -0.32 -5.57 6.69
C -2.30 -4.03 2.64
H -4.01 -6.83 4.01
H -2.61 -6.96 2.92
H -4.01 -6.07 2.40
H -4.64 -4.07 4.00
H -3.33 -3.22 4.97
H -4.49 -5.82 6.03
H -4.52 -4.09 6.62
H -2.79 -5.42 7.61
H -2.10 -3.98 6.84
H -1.99 -7.73 7.11
H -1.01 -7.79 5.69
H -2.73 -7.81 5.53
H 0.39 -6.20 6.20
H -0.53 -6.07 7.66
H 0.12 -4.59 6.82
H -1.57 -4.50 2.00
H -1.91 -3.06 3.02
H -3.16 -3.69 2.08
C 13.82 1.87 -1.45
C 12.81 2.95 -1.92
C 12.64 2.94 -3.43
C 11.40 3.70 -3.95
C 10.23 2.98 -3.49
C 10.06 2.73 -1.98
N 11.51 2.58 -1.32
O 11.48 1.83 -0.36
C 9.26 1.42 -1.72
C 9.46 3.93 -1.26
C 13.12 4.35 -1.43
H 14.68 2.13 -2.14
H 13.40 0.89 -1.65
H 14.11 2.12 -0.43
H 12.56 1.94 -3.80
H 13.57 3.30 -3.87
H 11.53 3.73 -5.04
H 11.39 4.70 -3.50
H 10.28 2.01 -3.99
H 9.27 3.43 -3.83
H 9.78 0.56 -2.14
H 8.51 1.52 -2.48
H 8.83 1.30 -0.71
H 10.04 4.83 -1.52
H 9.52 3.78 -0.17
H 8.48 4.11 -1.62
H 13.09 4.37 -0.34
H 12.38 5.07 -1.81
H 14.12 4.66 -1.81
C -2.24 3.28 -11.51
C -1.42 2.22 -10.89
C -0.06 2.88 -10.23
C 0.61 1.99 -9.43
C -0.42 2.03 -7.71
C -1.68 1.38 -8.21
N -2.25 2.00 -9.44
O -3.50 1.83 -9.59
C -2.63 1.79 -7.10
C -1.55 -0.16 -8.29
C -1.22 0.91 -11.64
H -2.53 4.22 -10.91
H -3.14 2.87 -11.73
H -1.84 3.53 -12.59
H -0.17 3.88 -9.79
H 0.58 2.86 -11.12
H 1.19 2.25 -8.78
H 0.61 0.92 -9.69
H -0.33 3.08 -7.35
H 0.27 1.40 -7.06
H -3.68 1.28 -7.36
H -2.77 2.89 -7.13
H -2.51 1.29 -6.16
H -1.40 -0.65 -9.26
H -2.47 -0.75 -7.80
H -0.74 -0.36 -7.56
H -0.92 1.18 -12.70
H -2.04 0.17 -11.57
H -0.26 0.47 -11.25
C 1.31 -10.10 -1.72
C 0.34 -10.82 -0.73
C -1.02 -10.26 -0.50
C -1.93 -10.25 -1.72
C -2.21 -11.63 -2.12
C -0.91 -12.48 -2.46
N 0.02 -12.21 -1.43
O 0.82 -13.15 -0.95
C -0.27 -11.90 -3.72
C -1.22 -13.97 -2.76
C 1.10 -10.93 0.60
H 0.79 -9.78 -2.59
H 2.21 -10.65 -1.96
H 1.54 -9.14 -1.18
H -0.78 -9.27 -0.14
H -1.63 -10.75 0.26
H -1.39 -9.69 -2.47
H -2.93 -9.78 -1.62
H -2.90 -11.81 -3.01
H -2.73 -12.15 -1.30
H 0.75 -12.26 -3.72
H -0.35 -10.81 -3.71
H -0.80 -12.39 -4.59
H -2.08 -14.04 -3.38
H -1.30 -14.61 -1.86
H -0.32 -14.38 -3.34
H 0.65 -11.70 1.22
H 1.00 -9.90 1.02
H 2.16 -11.06 0.43
C -2.59 1.41 8.08
C -1.33 2.25 7.83
C -0.14 1.96 8.75
O -0.61 2.11 10.03
C 0.42 2.10 11.05
N -0.95 1.92 6.45
H -1.04 0.95 6.28
H -1.64 2.33 5.73
H 0.00 2.28 6.29
H -3.36 1.81 7.43
H -2.85 1.46 9.12
H -2.36 0.37 7.78
H -1.58 3.31 7.91
H 0.62 2.74 8.46
H 0.29 1.01 8.54
H -0.05 1.93 11.99
H 0.93 3.09 10.96
H 1.14 1.29 10.83
C -6.88 -1.00 -1.81
C -8.11 -0.72 -0.88
C -9.36 -1.53 -1.24
O -9.08 -2.90 -1.35
C -10.13 -3.86 -1.45
N -7.87 -0.92 0.61
H -8.03 -1.85 0.90
H -6.84 -0.79 0.93
H -8.33 -0.17 1.13
H -6.31 -1.90 -1.55
H -6.22 -0.12 -1.68
H -7.19 -0.95 -2.88
H -8.44 0.32 -1.09
H -9.74 -1.11 -2.19
H -10.14 -1.35 -0.45
H -9.85 -4.75 -0.94
H -10.27 -4.21 -2.49
H -11.08 -3.47 -1.04
C 2.48 -3.61 5.62
C 3.08 -2.34 6.10
C 4.59 -2.29 6.27
O 4.97 -0.96 6.53
C 6.27 -0.86 7.04
N 2.59 -1.19 5.24
H 1.58 -1.16 5.36
H 3.02 -0.28 5.50
H 2.84 -1.39 4.23
H 2.87 -4.43 6.26
H 2.82 -3.76 4.57
H 1.41 -3.48 5.75
H 2.73 -2.08 7.16
H 5.08 -2.75 5.37
H 4.85 -2.93 7.12
H 6.22 -0.85 8.14
H 6.72 0.09 6.67
H 6.83 -1.72 6.68
C -6.66 0.49 6.10
C -5.44 -0.10 6.90
C -5.78 -1.33 7.74
O -4.65 -2.14 7.98
C -4.86 -3.12 8.97
N -4.35 -0.35 5.84
H -3.59 -0.94 6.24
H -4.73 -0.76 4.90
H -3.84 0.48 5.56
H -6.15 1.31 5.53
H -7.41 0.88 6.76
H -6.99 -0.31 5.40
H -5.00 0.70 7.48
H -6.56 -1.94 7.33
H -6.15 -0.94 8.72
H -5.51 -3.95 8.59
H -5.31 -2.63 9.85
H -3.91 -3.54 9.26
C 1.25 12.13 -1.22
C 0.31 10.96 -1.19
C 1.00 9.67 -0.79
O -0.01 8.72 -0.80
C 0.38 7.37 -1.05
N -0.75 11.31 -0.19
H -1.37 12.06 -0.49
H -1.33 10.48 0.01
H -0.28 11.61 0.69
H 0.78 13.02 -1.63
H 2.17 11.73 -1.69
H 1.51 12.40 -0.14
H -0.16 10.86 -2.16
H 1.43 9.78 0.19
H 1.81 9.56 -1.55
H 1.10 7.43 -1.93
H -0.49 6.86 -1.42
H 0.89 6.85 -0.23
C -11.11 6.59 -11.67
C -10.42 7.97 -11.58
C -9.02 7.84 -10.90
O -8.54 9.09 -10.74
C -7.39 9.51 -11.43
N -10.12 8.62 -12.92
H -9.93 9.61 -12.82
H -9.15 8.27 -13.13
H -10.70 8.42 -13.75
H -11.15 6.26 -10.62
H -10.69 5.78 -12.29
H -12.17 6.74 -12.00
H -10.94 8.73 -11.07
H -8.25 7.24 -11.42
H -9.22 7.42 -9.91
H -6.73 9.97 -10.59
H -7.74 10.29 -12.17
H -6.81 8.74 -11.90
C 2.26 0.56 -0.64
C 1.18 1.19 0.19
C -0.26 0.74 0.00
O -1.05 1.44 0.97
C -2.28 0.75 1.27
N 1.45 0.90 1.68
H 0.70 1.24 2.27
H 1.76 -0.07 1.84
H 2.27 1.49 1.86
H 1.96 -0.43 -0.96
H 3.19 0.51 -0.06
H 2.43 1.12 -1.55
H 1.30 2.27 0.08
H -0.33 -0.35 0.09
H -0.61 1.11 -1.01
H -2.56 0.25 0.35
H -3.12 1.44 1.38
H -2.19 0.11 2.19
Br -3.36 2.85 4.72
Br 2.15 2.10 4.53
Br 4.81 2.24 1.39
Br 3.00 -1.86 2.04
Br -5.28 -0.12 2.84
Br -4.32 5.00 1.47
Br -0.88 -1.20 5.30
*
```

Here are the Mulliken charges for atoms 1 to 4, given in e:
1. C -0.89
2. C 0.80
3. O -0.40
4. N 1.16

***

# 3
CH2F3GaO4S | ωB97M-V with the def2-TZVPD basis set

Values from the calculation:
Gap between HOMO and LUMO (spin up / spin down): 9.382 / 5.681 eV
Relative energy (zero: lowest compared OMol25 entry of this formula, charge and spin): 40.9 kcal per mole
HOMO (spin up / spin down): -15.27 / -15.09 eV

ORCA input file:
```
! RIJCOSX wB97M-V def2-TZVPD def2/J DEFGRID3
* xyz 1 2
Ga -1.04 -2.29 1.49
O -1.49 -0.55 0.79
S -0.27 -0.58 -0.29
O -0.82 -0.35 -1.62
O 0.16 -2.00 0.02
C 1.46 0.13 -0.44
F 2.21 -0.64 -1.20
F 1.44 1.33 -1.01
F 2.00 0.21 0.77
O -0.97 1.68 0.62
H -0.86 2.17 -0.20
H -1.82 0.88 1.08
*
```

Here are the Mulliken charges for atoms 1 to 4, given in e:
1. Ga 0.70
2. O -0.43
3. S 1.16
4. O -0.49

***

# 4
C7H17NO3 | ωB97M-V with the def2-TZVPD basis set

Values from the calculation:
Gap between HOMO and LUMO: 5.002 eV
Relative energy (zero: lowest compared OMol25 entry of this formula, charge and spin): 76.1 kcal per mole
HOMO: -5.97 eV

ORCA input file:
```
! RIJCOSX wB97M-V def2-TZVPD def2/J DEFGRID3
* xyz 0 1
C 3.43 -2.47 -0.88
C 3.05 -1.13 -1.49
O 3.38 -0.86 -2.63
O 2.39 -0.19 -0.76
C 1.42 -0.66 0.17
C 0.08 -0.97 -0.45
N 0.09 -2.15 -1.39
H 3.68 -2.36 0.17
H 2.69 -3.24 -1.05
H 4.32 -2.78 -1.42
H 1.21 0.16 0.85
H 1.76 -1.49 0.79
H -0.40 -0.09 -0.90
H -0.58 -1.24 0.36
H 0.50 -1.93 -2.30
H 0.55 -2.94 -0.95
H -0.87 -2.44 -1.55
C -1.95 2.21 2.38
C -1.90 2.27 0.84
C -3.26 2.80 0.34
O -1.68 1.03 0.34
H -2.74 1.53 2.72
H -1.00 1.87 2.78
H -2.16 3.20 2.82
H -1.16 3.07 0.59
H -4.07 2.12 0.64
H -3.26 2.88 -0.75
H -3.49 3.79 0.75
*
```

Here are the Mulliken charges for atoms 1 to 4, given in e:
1. C -0.93
2. C 0.68
3. O -0.54
4. O -0.32

***

# 5
C5H13NO | ωB97M-V with the def2-TZVPD basis set

Values from the calculation:
Gap between HOMO and LUMO: 10.568 eV
Relative energy (zero: lowest compared OMol25 entry of this formula, charge and spin): 35.1 kcal per mole
HOMO: -9.61 eV
SMILES string: C=CCCCN.O

ORCA input file:
```
! RIJCOSX wB97M-V def2-TZVPD def2/J DEFGRID3
* xyz 0 1
C 0.63 0.94 -0.48
C -0.87 0.80 -0.92
C -1.49 -0.58 -0.64
C -2.27 -0.25 1.73
C -1.58 -0.92 0.81
N 1.51 -0.16 -0.88
H 1.10 1.85 -0.85
H 0.53 0.94 0.61
H -0.88 1.01 -2.00
H -1.51 1.60 -0.54
H -2.49 -0.59 -1.09
H -0.98 -1.39 -1.15
H -2.41 -0.50 2.77
H -2.84 0.64 1.43
H -0.91 -1.70 1.17
H 1.61 -0.32 -1.87
H 1.06 -1.01 -0.61
H 3.52 -0.12 0.15
H 4.26 0.26 1.43
O 4.02 -0.51 0.91
*
```

Here are the Mulliken charges for atoms 1 to 4, given in e:
1. C -0.72
2. C -0.60
3. C -0.79
4. C -0.71

***

# 6
C3H8N2Si | ωB97M-V with the def2-TZVPD basis set

Values from the calculation:
Gap between HOMO and LUMO (spin up / spin down): 7.009 / 8.411 eV
HOMO (spin up / spin down): -5.99 / -9.84 eV

ORCA input file:
```
! RIJCOSX wB97M-V def2-TZVPD def2/J DEFGRID3
* xyz 0 3
C 0.71 -0.71 0.64
C 0.09 -1.81 -0.26
C 0.58 0.58 -0.21
N 0.15 -1.14 -1.56
N 0.41 0.04 -1.46
Si -0.93 1.74 0.11
H 0.19 -0.64 1.51
H 1.78 -0.93 1.01
H 0.59 -2.73 -0.26
H -0.95 -1.94 -0.03
H 1.37 1.32 -0.11
H -2.11 0.98 0.61
H -1.41 2.47 -1.17
H -0.48 2.77 1.18
*
```

Here are the Mulliken charges for atoms 1 to 4, given in e:
1. C -0.58
2. C -0.42
3. C -0.06
4. N -0.39

***

no.,energy (Eh)
1,-2614.49430
2,-23221.77881
3,-2962.39324
4,-557.25595
5,-328.26298
6,-517.91018